Record 1
Here is the ion C4H7N2 with charge +1 in a non-equilibrium geometry from the Open Molecules 2025 dataset. Energies are from ωB97M-V with the def2-TZVPD basis set.

## Properties
HOMO-LUMO gap = 8.82 eV
SMILES = C1=NCCC=[NH+]1
energy relative to the best compared isomer or geometry (same formula, charge and spin) = 66.4 kcal per mole
molar mass = 83.11 g mol⁻¹
total charge = +1
electronic energy = -265.80264 a.u.

Last column: Löwdin charge in e.
Positions of all 13 atoms, in Å:
C  1.518084  -0.512044  0.187463  -0.094
N  0.551101  -1.236878  -0.027240  0.069
C  -0.797228  -1.045590  -0.218870  -0.163
C  -1.131449  0.321604  0.410941  -0.081
C  -0.029140  1.062941  -0.166345  -0.005
N  1.234912  0.862188  -0.009011  0.168
H  2.522841  -0.847804  0.362932  0.147
H  -1.337152  -1.853960  0.280007  0.152
H  -1.018755  -1.132513  -1.291044  0.158
H  -2.101340  0.732028  0.145375  0.136
H  -1.046612  0.214880  1.495659  0.155
H  -0.292752  1.955914  -0.738637  0.168
H  1.927491  1.479238  -0.431231  0.190

Atomic forces in eV per Å
-0.390 -0.622 0.051
2.178 -4.366 0.609
-1.084 0.173 -0.047
-0.088 -0.758 -0.322
-0.682 4.585 0.076
-0.399 0.595 -0.474
0.363 0.077 0.091
-0.137 0.145 -0.092
-0.018 0.046 0.070
0.114 0.103 -0.013
0.161 0.056 -0.041
0.193 -0.050 0.112
-0.210 0.016 -0.020

=====

Record 2
Here is the ion C4H7N2 with charge +1 in a non-equilibrium geometry from the Open Molecules 2025 dataset. Energies are from ωB97M-V with the def2-TZVPD basis set.

## Properties
HOMO-LUMO gap (spin up / spin down) = 8.71 / 8.57 eV
energy relative to the best compared isomer or geometry (same formula, charge and spin) = 140.9 kcal per mole
molar mass = 83.11 g mol⁻¹
total charge = +1
electronic energy = -265.68390 a.u.

Last column: Löwdin charge in e.
Positions of all 13 atoms, in Å:
C  -0.928691  -0.536799  -0.383035  0.148
C  1.444843  0.054431  -0.757570  -0.066
C  -2.330906  -0.470988  -0.162615  -0.276
C  2.389540  0.483264  0.342749  -0.034
N  0.192230  -0.247882  -0.617268  0.164
N  -2.837043  -0.546344  1.120555  0.168
H  1.848577  -0.001989  -1.823605  0.172
H  -2.582321  0.598318  -0.427925  0.192
H  -2.870221  -1.062302  -0.846002  0.127
H  3.290983  -0.193373  0.386550  0.113
H  2.853109  1.463127  0.104959  0.100
H  1.744188  0.509048  1.293576  0.113
H  -2.214285  -0.048506  1.769626  0.080

Atomic forces in eV per Å
2.940 0.229 -0.604
2.749 0.402 -1.962
-0.657 1.895 -0.528
-1.087 -0.414 0.711
-2.016 -0.399 0.954
-0.344 -0.071 1.911
-0.775 0.002 1.488
0.061 -0.388 -0.264
-0.561 -1.018 -0.984
-1.165 0.278 0.181
-0.645 -0.302 0.130
1.615 0.062 -1.089
-0.115 -0.278 0.057

=====

Record 3
Here is the ion C4H7N2 with charge +1 in a non-equilibrium geometry from the Open Molecules 2025 dataset. Energies are from ωB97M-V with the def2-TZVPD basis set.

## Properties
HOMO-LUMO gap = 11.10 eV
SMILES = [NH2+]=C1C=CCN1
energy relative to the best compared isomer or geometry (same formula, charge and spin) = 49.7 kcal per mole
molar mass = 83.11 g mol⁻¹
total charge = +1
electronic energy = -265.82926 a.u.

Last column: Löwdin charge in e.
Positions of all 13 atoms, in Å:
N  2.073019  0.145531  -0.016774  0.231
C  0.781533  0.049097  0.061154  -0.372
C  -0.002694  1.240674  -0.070846  -0.050
C  -1.322520  1.085957  0.002106  0.131
C  -1.478349  -0.746374  0.000284  -0.005
N  0.022147  -1.019757  0.049712  0.069
H  2.462091  1.046367  0.057011  0.118
H  2.737453  -0.684043  -0.103992  0.192
H  0.440816  2.241095  -0.041786  0.135
H  -2.171463  1.691653  0.077787  0.087
H  -2.007183  -1.369279  0.880441  0.157
H  -1.823529  -0.944634  -1.124876  0.149
H  0.265576  -1.944595  -0.241278  0.157

Atomic forces in eV per Å
2.144 -3.046 -0.054
-1.019 -0.194 -1.354
-1.366 2.460 1.195
1.214 -6.047 0.401
0.663 2.180 -0.889
-2.259 -0.073 0.082
0.678 0.957 -0.062
-1.416 1.700 0.350
0.112 -0.448 -0.204
-0.834 0.955 -0.150
0.955 1.882 -2.260
0.371 0.042 2.741
0.756 -0.369 0.204

=====

Record 4
Here is the ion C4H7N2 with charge +1 in a non-equilibrium geometry from the Open Molecules 2025 dataset. Energies are from ωB97M-V with the def2-TZVPD basis set.

## Properties
HOMO-LUMO gap = 8.51 eV
SMILES = C=C=[NH+]/C=C\N
energy relative to the best compared isomer or geometry (same formula, charge and spin) = 133.6 kcal per mole
molar mass = 83.11 g mol⁻¹
total charge = +1
electronic energy = -265.69551 a.u.

Last column: Löwdin charge in e.
Positions of all 13 atoms, in Å:
C  0.666480  -3.081607  -0.414941  0.124
C  0.380513  -1.876822  -0.273490  -0.091
N  0.368683  -0.673577  0.008058  0.065
C  -0.717845  0.170827  -0.191226  -0.078
C  -0.645397  1.577519  0.218984  0.017
N  -0.026522  2.936155  0.774394  0.054
H  0.893023  -3.521835  -1.472658  0.154
H  0.528907  -3.813962  0.452241  0.143
H  1.352682  -0.353456  0.191783  0.230
H  -1.561466  -0.282746  -0.738890  0.137
H  -1.641381  1.991062  -0.054904  0.099
H  -0.429016  3.680533  0.242827  0.056
H  0.831337  3.247909  1.257821  0.090

Atomic forces in eV per Å
0.216 -4.886 -1.365
-0.028 0.458 0.421
2.048 0.612 -0.123
1.038 5.675 1.944
-1.532 0.971 -0.838
-0.741 -4.179 -0.825
-0.297 0.848 2.090
0.269 1.066 -1.290
-1.370 0.525 0.108
0.407 0.744 0.679
0.790 -0.405 0.010
-0.410 0.091 -0.190
-0.388 -1.520 -0.622

=====

Record 5
Here is the ion C4H7N2 with charge +1 in a non-equilibrium geometry from the Open Molecules 2025 dataset. Energies are from ωB97M-V with the def2-TZVPD basis set.

## Properties
HOMO-LUMO gap = 8.31 eV
energy relative to the best compared isomer or geometry (same formula, charge and spin) = 80.7 kcal per mole
molar mass = 83.11 g mol⁻¹
total charge = +1
electronic energy = -265.77988 a.u.

Last column: Löwdin charge in e.
Positions of all 13 atoms, in Å:
C  -1.824442  -0.691971  0.326579  -0.024
C  -0.510970  1.031112  -0.224771  0.050
C  0.312451  -0.155194  -0.490407  -0.261
C  1.508126  -0.227778  0.444594  0.011
N  -1.644349  0.701440  0.250847  0.126
N  -0.749723  -1.193945  -0.185693  0.069
H  -0.259374  2.086633  -0.323709  0.178
H  0.626475  -0.113594  -1.467249  0.143
H  1.288115  -0.299869  1.466155  0.085
H  2.095497  0.643754  0.194324  0.099
H  2.062761  -1.106684  0.107476  0.108
H  -2.219505  1.538589  0.459749  0.198
H  -0.685064  -2.212495  -0.557901  0.216

Atomic forces in eV per Å
-2.480 -2.035 0.325
1.285 0.683 -0.082
-2.169 -0.346 2.330
0.810 -0.363 -2.100
0.533 2.542 -0.071
1.617 -0.817 -1.639
0.310 -0.287 -0.135
0.769 -0.378 -2.561
-0.496 0.022 1.371
0.487 0.188 0.347
0.158 0.102 0.349
-0.696 -1.669 0.426
-0.128 2.359 1.438

=====

Record 6
Here is the ion C4H7N2 with charge +1 in a non-equilibrium geometry from the Open Molecules 2025 dataset. Energies are from ωB97M-V with the def2-TZVPD basis set.

## Properties
HOMO-LUMO gap = 11.74 eV
SMILES = N1[C@@H]2[C@H]1[C@H]1[NH2+][C@@H]21
energy relative to the best compared isomer or geometry (same formula, charge and spin) = 123.1 kcal per mole
molar mass = 83.11 g mol⁻¹
total charge = +1
electronic energy = -265.71230 a.u.

Last column: Löwdin charge in e.
Positions of all 13 atoms, in Å:
N  -2.045994  -0.029289  0.180389  0.179
C  -0.679459  0.978546  -0.235512  -0.024
C  -0.903696  -0.481533  -0.538888  -0.269
C  0.352812  -0.834858  0.306859  -0.046
N  1.490388  -0.096900  -0.375559  0.190
C  0.514854  0.669059  0.542373  -0.093
H  -2.076800  -0.082066  1.179960  0.093
H  -0.916667  1.817421  -0.751457  0.103
H  -1.211555  -1.063230  -1.384082  0.150
H  0.743358  -1.679015  0.973765  0.190
H  1.322735  -0.046100  -1.348436  0.163
H  2.345971  -0.380195  0.041867  0.165
H  1.064055  1.228157  1.408723  0.200

Atomic forces in eV per Å
2.735 2.812 -0.906
-2.127 -3.424 1.103
-0.291 -1.653 0.977
0.705 0.279 1.042
-2.521 -0.204 1.544
1.889 -0.177 2.416
0.417 -0.438 0.759
-0.761 2.197 -1.536
0.481 0.095 -0.877
-1.195 1.211 -1.108
0.687 0.331 -1.392
1.244 0.100 -0.227
-1.262 -1.129 -1.795

=====

- What is the formula in the fourth record?
  C4H7N2

=====

- What is the formula in the second record?
  C4H7N2

=====

- Look up the molar mass of the third one.
  83.11 g mol⁻¹